100
Properties=species:S:1:pos:R:3 method="wB97M-V/def2-TZVPD" homo_lumo_gap_ha="0.2589 / 0.2883" multiplicity=4 e_homo_ev="-6.51 / -7.31" lumo_energy_ev="0.5 / 0.5" largest_force_ev_per_a=0.4
V -0.11 -0.10 0.27
C -2.68 1.29 -1.06
N -2.00 0.78 0.13
C -2.66 0.75 1.25
C -2.07 0.15 2.39
C -2.56 -0.10 3.68
C -1.56 -0.82 4.33
C -0.52 -0.98 3.41
N -0.81 -0.38 2.24
C -3.68 0.29 -1.61
C -5.01 0.63 -1.77
C -5.92 -0.29 -2.26
C -5.50 -1.57 -2.59
C -4.17 -1.92 -2.43
C -3.26 -0.99 -1.94
H -1.91 1.49 -1.81
H -3.18 2.24 -0.85
H -3.67 1.16 1.30
H -3.53 0.19 4.06
H -1.59 -1.21 5.34
H 0.42 -1.48 3.55
H -5.35 1.63 -1.50
H -6.96 -0.02 -2.38
H -6.21 -2.30 -2.97
H -3.83 -2.92 -2.68
H -2.22 -1.27 -1.80
C 2.48 -5.06 1.44
C 2.84 -3.61 1.52
C 3.22 -3.00 2.70
C 3.51 -1.65 2.75
Cl 3.94 -0.91 4.27
C 3.46 -0.88 1.61
C 3.09 -1.46 0.41
C 2.77 -2.81 0.36
O 2.33 -3.45 -0.76
C 1.90 -2.61 -1.81
C 0.80 -1.67 -1.32
O 0.05 -2.08 -0.40
O 0.71 -0.49 -1.75
H 2.57 -5.53 2.42
H 3.13 -5.59 0.74
H 1.46 -5.18 1.08
H 3.27 -3.59 3.61
H 3.71 0.17 1.65
H 3.08 -0.85 -0.49
H 1.49 -3.26 -2.58
H 2.72 -2.03 -2.23
O 0.86 1.72 0.53
P 1.22 3.05 1.15
C 3.02 2.94 1.51
C 3.81 4.00 2.31
C 4.41 5.13 1.49
C 5.19 4.61 0.29
C 4.32 3.69 -0.56
C 3.80 2.51 0.26
C 0.28 3.27 2.69
C 0.58 2.10 3.66
C 1.49 2.53 4.81
C 0.82 3.61 5.67
C -0.15 4.48 4.84
C 0.34 4.63 3.41
C 0.74 4.30 -0.10
C 1.07 5.78 0.14
C 0.18 6.66 -0.72
C -1.29 6.57 -0.29
C -1.64 5.16 0.22
C -0.76 4.10 -0.43
H 2.96 2.06 2.17
H 4.63 3.45 2.77
H 3.22 4.40 3.13
H 5.05 5.73 2.14
H 3.62 5.80 1.14
H 6.05 4.04 0.66
H 5.59 5.43 -0.30
H 4.89 3.31 -1.42
H 3.49 4.26 -0.97
H 4.66 1.92 0.59
H 3.19 1.85 -0.36
H -0.75 3.13 2.33
H 1.00 1.25 3.13
H -0.37 1.74 4.07
H 2.44 2.91 4.41
H 1.74 1.66 5.41
H 1.58 4.25 6.13
H 0.27 3.15 6.49
H -0.28 5.45 5.31
H -1.14 4.01 4.82
H 1.36 5.05 3.41
H -0.27 5.36 2.88
H 1.30 3.96 -0.97
H 2.12 5.96 -0.11
H 0.95 6.05 1.20
H 0.28 6.34 -1.76
H 0.52 7.70 -0.68
H -1.93 6.83 -1.13
H -1.49 7.30 0.50
H -2.69 4.94 0.03
H -1.52 5.11 1.31
H -0.89 4.14 -1.51
H -1.07 3.10 -0.13

---

99
Properties=species:S:1:pos:R:3 method="wB97M-V/def2-TZVPD" homo_lumo_gap_ha="0.2717 / 0.2376" multiplicity=5 e_homo_ev="-12.96 / -13.83" charge=+2 lumo_energy_ev="-5.6 / -7.4" largest_force_ev_per_a=2.6
Os -0.63 -0.22 -1.04
C 1.96 -2.26 4.25
C 2.42 -0.82 4.44
C 3.57 -0.49 5.13
C 3.95 0.83 5.32
C 3.20 1.87 4.68
C 2.03 1.53 4.02
C 1.63 0.23 3.92
N 0.40 -0.04 3.20
C 0.43 -0.30 1.89
N 1.67 -0.45 1.40
C 2.10 -0.69 0.12
C 1.31 -0.64 -1.05
C 1.89 -0.92 -2.28
C 3.25 -1.09 -2.33
C 4.03 -1.19 -1.18
C 3.49 -1.04 0.05
C 4.44 -1.03 1.26
N -0.71 -0.57 1.16
C -1.92 -0.55 1.99
C -2.65 0.63 2.14
C -3.84 0.61 2.84
C -4.27 -0.56 3.45
C -3.46 -1.69 3.40
C -2.31 -1.74 2.62
C -1.49 -3.05 2.47
H 0.86 -2.39 4.44
H 2.54 -2.93 4.89
H 2.17 -2.65 3.24
H 4.09 -1.31 5.61
H 4.82 1.00 5.88
H 3.44 2.91 4.79
H 1.40 2.30 3.66
H -0.55 0.14 3.60
H 2.44 -0.34 2.09
H 1.37 -0.89 -3.22
H 3.80 -1.10 -3.29
H 5.07 -1.36 -1.28
H 5.35 -1.58 1.03
H 4.06 -1.46 2.20
H 4.78 0.03 1.42
H -2.34 1.53 1.65
H -4.49 1.54 2.94
H -5.17 -0.61 4.00
H -3.82 -2.56 3.90
H -1.59 -3.38 1.42
H -1.85 -3.80 3.12
H -0.41 -2.98 2.64
C -0.75 1.83 -4.03
Si -0.42 2.07 -2.14
C -1.97 3.18 -1.61
C -2.15 4.25 -2.67
C -1.66 3.89 -0.22
C -3.32 2.45 -1.48
C 1.31 2.91 -1.91
C 1.80 2.82 -0.47
C 2.34 2.23 -2.78
C 1.19 4.37 -2.32
H -0.56 2.77 -4.53
H -1.77 1.46 -4.18
H -0.02 1.18 -4.50
H -1.22 4.76 -3.02
H -2.85 4.97 -2.31
H -2.59 3.82 -3.58
H -0.88 4.62 -0.30
H -1.26 3.16 0.50
H -2.56 4.34 0.18
H -3.55 1.85 -2.37
H -4.13 3.17 -1.24
H -3.23 1.71 -0.67
H 1.71 1.84 -0.04
H 1.24 3.52 0.14
H 2.86 3.00 -0.39
H 2.72 1.36 -2.33
H 3.23 2.84 -2.95
H 2.02 1.99 -3.82
H 0.60 4.88 -1.56
H 0.72 4.46 -3.30
H 2.17 4.81 -2.33
S -1.19 -2.83 -5.03
C -1.17 -1.50 -3.93
N -1.02 -1.80 -2.68
C -0.83 -3.16 -2.49
C -0.64 -3.81 -1.29
C -0.62 -5.20 -1.21
C -0.88 -5.91 -2.41
C -0.98 -5.32 -3.65
C -0.95 -3.90 -3.65
H -1.33 -0.47 -4.25
H -0.37 -3.23 -0.41
H -0.52 -5.71 -0.25
H -0.99 -7.00 -2.36
H -1.15 -5.90 -4.55
C -4.01 -1.41 -1.29
O -2.88 -0.74 -0.71
H -3.68 -1.82 -2.26
H -4.76 -0.68 -1.53
H -4.38 -2.18 -0.62
H -3.10 -0.43 0.16

---

113
Properties=species:S:1:pos:R:3 method="wB97M-V/def2-TZVPD" homo_lumo_gap_ha="0.2847 / 0.2491" multiplicity=5 e_homo_ev="-10.60 / -11.38" charge=+1 lumo_energy_ev="-2.9 / -4.6" largest_force_ev_per_a=1.3
Rh -0.19 0.94 0.20
F -7.46 3.53 4.10
C -6.62 2.90 4.94
F -6.32 3.75 5.93
F -7.31 1.88 5.49
C -5.38 2.41 4.25
C -4.40 1.80 5.03
C -3.24 1.34 4.44
C -3.06 1.49 3.06
C -4.04 2.09 2.29
C -5.21 2.55 2.89
P -1.51 0.83 2.33
C -0.33 1.59 3.50
C -0.40 2.98 3.62
C 0.59 3.69 4.26
C 1.67 3.01 4.81
C 1.72 1.63 4.78
C 0.72 0.92 4.12
C 2.85 3.78 5.33
F 3.54 3.10 6.26
F 2.51 4.97 5.85
F 3.72 4.04 4.31
C -1.73 -0.95 2.69
C -1.42 -1.61 3.88
C -1.65 -2.97 4.00
C -2.23 -3.67 2.95
C -2.59 -3.02 1.78
C -2.32 -1.67 1.65
C -2.41 -5.16 3.07
F -2.80 -5.52 4.30
F -3.33 -5.62 2.20
F -1.25 -5.80 2.80
H -4.55 1.69 6.10
H -2.48 0.88 5.05
H -3.89 2.21 1.23
H -5.97 3.03 2.29
H -1.24 3.50 3.17
H 0.53 4.77 4.33
H 2.55 1.10 5.24
H 0.80 -0.16 4.08
H -0.99 -1.08 4.72
H -1.38 -3.50 4.91
H -3.07 -3.56 0.98
H -2.57 -1.15 0.73
Cl 1.48 -0.30 1.25
N 4.04 3.65 -1.05
C 3.14 3.15 -2.14
C 2.39 1.92 -1.65
N 1.63 2.24 -0.44
C 2.53 2.68 0.63
C 3.26 3.95 0.20
H 4.54 4.48 -1.35
H 4.73 2.93 -0.83
H 3.74 2.92 -3.02
H 2.44 3.95 -2.38
H 3.08 1.10 -1.43
H 1.71 1.57 -2.43
H 1.01 3.05 -0.63
H 3.24 1.88 0.86
H 1.96 2.88 1.53
H 3.93 4.31 0.98
H 2.52 4.72 -0.04
C -0.30 -5.36 -1.38
C -0.70 -4.30 -2.40
C -0.44 -4.80 -3.82
C -2.16 -3.90 -2.24
O 0.13 -3.15 -2.10
Si 0.46 -1.74 -2.78
S -0.69 -0.20 -1.71
O -0.17 -1.59 -4.25
C 0.18 -1.00 -5.51
C 1.36 -1.74 -6.14
C -1.06 -1.12 -6.40
C 0.53 0.47 -5.29
O 2.03 -1.35 -2.67
C 3.23 -2.16 -2.53
C 3.39 -2.60 -1.08
C 4.39 -1.26 -2.95
C 3.17 -3.40 -3.41
H -0.93 -6.24 -1.47
H -0.40 -4.96 -0.37
H 0.74 -5.66 -1.52
H -1.01 -5.71 -4.00
H 0.62 -5.03 -3.96
H -0.73 -4.04 -4.54
H -2.80 -4.78 -2.29
H -2.44 -3.20 -3.02
H -2.29 -3.42 -1.27
H 1.17 -2.81 -6.16
H 2.27 -1.54 -5.57
H 1.50 -1.39 -7.16
H -1.36 -2.17 -6.47
H -0.83 -0.76 -7.40
H -1.88 -0.54 -5.99
H 1.42 0.54 -4.65
H -0.30 0.99 -4.81
H 0.75 0.95 -6.25
H 3.40 -1.74 -0.42
H 4.33 -3.15 -0.96
H 2.56 -3.24 -0.79
H 4.67 -0.58 -2.14
H 4.11 -0.67 -3.83
H 5.27 -1.86 -3.20
H 2.35 -4.04 -3.09
H 4.10 -3.96 -3.31
H 3.03 -3.15 -4.46
C -1.83 5.23 0.77
C -0.88 4.17 0.24
O 0.02 4.52 -0.56
O -1.08 2.98 0.66
H -1.62 6.18 0.28
H -1.69 5.34 1.85
H -2.85 4.92 0.59

---

115
Properties=species:S:1:pos:R:3 method="wB97M-V/def2-TZVPD" homo_lumo_gap_ha="0.2254 / 0.2453" multiplicity=2 e_homo_ev="-3.85 / -4.43" charge=-1 lumo_energy_ev="2.3 / 2.2" largest_force_ev_per_a=0.7
Hg 0.31 -1.30 0.03
C -1.52 3.85 0.19
C -0.77 3.56 -1.10
S 0.08 1.95 -1.16
C -0.47 1.31 -2.75
C -1.97 1.14 -2.98
S -2.84 0.19 -1.71
C -4.22 1.30 -1.31
C -3.88 2.71 -0.81
S -2.83 2.70 0.67
H -1.94 4.86 0.13
H -0.83 3.83 1.04
H 0.00 4.33 -1.20
H -1.42 3.64 -1.97
H 0.00 0.33 -2.83
H -0.07 1.93 -3.56
H -2.11 0.64 -3.94
H -2.46 2.12 -3.05
H -4.78 0.76 -0.54
H -4.88 1.38 -2.18
H -4.82 3.22 -0.58
H -3.39 3.28 -1.59
O 2.29 -2.09 1.38
N 3.43 -1.66 0.92
C 4.51 -1.74 1.75
C 5.76 -1.34 1.36
C 5.92 -0.82 0.08
C 4.82 -0.70 -0.74
C 3.55 -1.13 -0.33
S 2.22 -0.97 -1.42
H 4.26 -2.13 2.72
H 6.57 -1.43 2.05
H 6.89 -0.48 -0.27
H 4.90 -0.28 -1.73
C -3.38 -2.69 0.49
C -2.36 -3.05 1.56
P -1.14 -1.74 1.90
C -0.08 -2.42 3.23
C -0.77 -3.19 4.35
C -2.04 -0.28 2.48
C -2.81 -0.40 3.80
H -4.07 -3.52 0.35
H -2.89 -2.49 -0.46
H -3.97 -1.82 0.78
H -1.78 -3.92 1.25
H -2.85 -3.29 2.51
H 0.50 -1.58 3.62
H 0.65 -3.05 2.72
H -1.45 -2.57 4.93
H -0.01 -3.58 5.04
H -1.33 -4.05 3.97
H -2.70 -0.03 1.65
H -1.33 0.55 2.53
H -3.46 -1.27 3.83
H -3.42 0.49 3.93
H -2.12 -0.45 4.65
O -0.78 -1.83 -2.71
C -0.80 -2.99 -2.27
O -0.64 -3.32 -1.05
C -1.08 -4.13 -3.23
C -1.34 -3.85 -4.56
C -1.62 -4.87 -5.49
C -1.62 -6.15 -5.00
O -1.86 -7.32 -5.69
C -1.77 -8.36 -4.73
O -1.44 -7.79 -3.47
C -1.37 -6.43 -3.67
C -1.10 -5.45 -2.76
H -1.32 -2.82 -4.87
H -1.81 -4.66 -6.53
H -0.99 -9.06 -5.03
H -2.74 -8.87 -4.65
H -0.89 -5.65 -1.72
C 3.59 3.34 -1.24
O 3.21 2.89 0.05
C 2.27 3.66 0.69
O 1.97 4.76 0.25
C 1.70 3.00 1.84
C 1.24 3.76 2.94
As 2.72 4.87 3.49
C 2.50 5.08 5.45
C 4.04 3.36 3.69
C 4.01 2.13 3.18
As 2.47 1.26 2.19
C 1.64 0.74 3.91
C 5.13 1.18 3.37
O 5.02 0.07 3.83
O 6.29 1.64 2.86
C 7.42 0.82 3.13
C 5.21 3.75 4.51
O 5.74 3.09 5.37
O 5.62 5.01 4.22
C 6.71 5.48 5.02
C 0.07 3.37 3.66
O -0.76 2.54 3.28
O -0.14 4.05 4.83
C -1.36 3.75 5.47
H 4.31 2.61 -1.61
H 4.05 4.33 -1.18
H 2.73 3.39 -1.90
H 1.75 5.84 5.64
H 3.46 5.41 5.86
H 2.19 4.15 5.92
H 1.65 1.57 4.61
H 2.26 -0.07 4.30
H 0.62 0.41 3.75
H 8.28 1.33 2.70
H 7.30 -0.17 2.67
H 7.55 0.70 4.21
H 6.87 6.51 4.71
H 7.60 4.89 4.84
H 6.46 5.44 6.08
H -1.39 4.38 6.36
H -1.42 2.70 5.75
H -2.21 3.98 4.83